# 1
C13H7Cl3NO6S | wB97M-V/def2-TZVPD

The LUMO energy comes out at 0.429 eV. Its total energy is -2784.463805 a.u. As for the SMILES: O=C1C(Cl)=CC([O-])=C(Cl)[C@@H]1[C@@H](Cl)S(=O)(=O)c1ccc([N+](=O)[O-])cc1. For the frontier orbital gap, the calculation gives 0.1397 hartree.

The geometry in ORCA input format:
```
! RIJCOSX wB97M-V def2-TZVPD def2/J DEFGRID3
* xyz -1 1
Cl -2.5258 -3.7867 3.8099
C -1.3418 -3.6173 2.5857
C -0.1686 -4.2679 2.6552
C 0.8662 -4.1883 1.6033
O 1.8273 -4.9665 1.6322
C 0.6581 -3.1760 0.5722
Cl 1.8851 -3.0877 -0.5957
C -0.6632 -2.5916 0.2382
C -1.7331 -2.7623 1.3955
O -2.8629 -2.3538 1.2422
H 0.0309 -4.8845 3.5311
H -1.0116 -3.2957 -0.5404
O -0.0415 6.1754 -2.4215
N 0.8700 5.3153 -2.4305
O 1.9950 5.5257 -2.9424
C 0.6220 4.0448 -1.8187
C 1.6485 3.0854 -1.7587
C 1.4568 1.9084 -1.0341
C 0.2400 1.6673 -0.3682
S 0.0537 0.1928 0.7027
C -0.6230 -1.2444 -0.3881
Cl -2.1037 -0.6751 -1.1292
O 1.4016 -0.1582 1.0897
O -0.9511 0.5027 1.6897
C -0.7986 2.6087 -0.4739
C -0.6129 3.7910 -1.1925
H 2.5887 3.2963 -2.2649
H 2.2671 1.1836 -0.9899
H 0.1827 -1.2101 -1.1350
H -1.7584 2.4269 0.0051
H -1.3974 4.5417 -1.2692
*
```

Results of the Mulliken charge analysis, in e, for atoms 1 through 8: Cl -0.23; C 0.16; C -0.35; C 0.03; O -0.80; C 0.16; Cl -0.29; C -0.03

***

# 2
C29H70B2IN3NbO13 | wB97M-V/def2-TZVPD

The value obtained for the energy above the lowest of the compared OMol25 structures with the same formula, charge and spin is 0.000 eV. The LUMO energy comes out at 1.736 eV. Its total energy is -2693.433865 a.u. For the frontier orbital gap, the calculation gives 0.2236 hartree.

The geometry in ORCA input format:
```
! RIJCOSX wB97M-V def2-TZVPD def2/J DEFGRID3
* xyz -1 1
C -1.5106 0.8210 -6.5993
C -0.3722 1.6949 -5.9059
B 0.4618 0.9742 -4.7152
O 1.8796 1.3703 -4.6119
Nb -0.3301 -0.5410 -3.1612
C -2.3602 0.4827 -3.1891
C -2.8975 0.9740 -1.7901
O -4.0748 0.6456 -1.4592
C -0.9129 -2.0898 -1.6079
C -2.4666 -2.3639 -1.4134
O -3.2157 -2.5400 -2.6357
C 0.2958 1.0229 -1.5679
O -0.0939 0.6516 -0.2214
C 0.9642 0.8370 0.7386
C 1.7732 -1.5059 -3.1384
B 2.4468 -1.4506 -1.6513
O 3.4931 -0.4593 -1.4483
O 2.0929 -2.3269 -0.5707
C -0.9246 -2.0571 -4.7890
C 0.2427 -2.4866 -5.7494
O 0.7964 -1.8045 -6.6142
I 0.9714 -4.5774 -5.5976
H -1.8079 1.3755 -7.5630
H -1.1918 -0.2140 -6.9260
H -2.4666 0.7110 -6.0010
H -0.9057 2.5966 -5.4222
H 0.3685 2.1637 -6.6490
H 1.9637 2.0515 -3.9141
H -2.2906 1.4300 -3.8437
H -3.2021 -0.1313 -3.6717
H -2.3471 1.6422 -1.0563
H -0.4790 -1.9209 -0.5574
H -0.4476 -3.0898 -1.9472
H -2.9309 -1.6001 -0.6905
H -2.5491 -3.3664 -0.8456
H -4.1316 -2.8286 -2.4414
H 1.3905 1.3385 -1.6743
H -0.3078 1.9763 -1.8271
H 0.7628 1.7678 1.3755
H 0.8904 -0.0480 1.4702
H 2.0101 0.7980 0.3062
H 1.5601 -2.6271 -3.3006
H 2.4515 -1.0955 -3.9462
H 3.8191 -0.2343 -2.3444
H 2.9585 -2.5892 -0.1834
H -1.8544 -1.7382 -5.3840
H -1.2536 -3.0137 -4.2447
C -7.0560 4.8451 3.6970
O -7.1115 3.4744 4.0559
C -7.7597 2.6660 3.0721
C -6.7604 1.7028 2.4354
N -5.8129 2.4177 1.5832
C -4.6959 1.5857 1.1214
C -3.7148 1.0802 2.1867
O -2.9532 2.1144 2.8055
C -3.5730 2.7088 3.9333
H -6.6418 5.3989 4.5411
H -6.4040 4.9957 2.8320
H -8.0565 5.2334 3.4840
H -8.2720 3.2685 2.3138
H -8.5210 2.0812 3.5975
H -7.3025 0.9666 1.8338
H -6.2427 1.1746 3.2454
H -5.4339 3.2042 2.0992
H -4.1320 2.1904 0.4084
H -5.0913 0.7349 0.5636
H -2.9865 0.4425 1.6750
H -4.1964 0.4428 2.9379
H -4.2019 2.0040 4.4839
H -4.1555 3.5831 3.6319
H -2.7842 3.0601 4.6029
C 10.3532 0.0145 -3.3470
O 9.8102 -0.0005 -4.6572
C 9.6979 -1.3171 -5.1995
C 8.2287 -1.6929 -5.3777
N 7.5805 -1.9011 -4.0841
C 6.1248 -2.0444 -4.1742
C 5.3272 -0.8185 -4.6377
O 5.3657 0.2709 -3.7199
C 6.4612 1.1530 -3.8974
H 10.4979 1.0553 -3.0532
H 9.6671 -0.4528 -2.6350
H 11.3226 -0.4921 -3.3208
H 10.2298 -2.0603 -4.5951
H 10.1731 -1.2930 -6.1849
H 8.1608 -2.6121 -5.9679
H 7.7425 -0.8854 -5.9376
H 7.7870 -1.1127 -3.4810
H 5.7757 -2.3107 -3.1716
H 5.8893 -2.8939 -4.8237
H 4.2780 -1.1208 -4.6944
H 5.5995 -0.4926 -5.6472
H 6.7721 1.2263 -4.9423
H 7.3024 0.8468 -3.2705
H 6.1510 2.1448 -3.5609
C -2.3870 -0.7381 10.0944
O -2.8728 -1.5426 9.0323
C -3.6740 -0.8130 8.1013
C -2.9739 -0.7362 6.7466
N -1.8055 0.1405 6.8093
C -0.9655 0.0830 5.6103
C -0.2465 -1.2416 5.3223
O 0.7512 -1.5737 6.2827
C 0.2733 -2.2971 7.4049
H -1.8767 -1.3896 10.8056
H -1.6695 0.0011 9.7271
H -3.2101 -0.2363 10.6116
H -3.9356 0.1840 8.4727
H -4.6055 -1.3740 7.9803
H -3.6750 -0.3506 5.9998
H -2.6881 -1.7550 6.4596
H -1.2395 -0.1208 7.6089
H -0.2031 0.8593 5.7274
H -1.5672 0.3640 4.7391
H 0.2853 -1.1190 4.3737
H -0.9407 -2.0754 5.1708
H -0.5696 -2.9463 7.1545
H -0.0010 -1.6123 8.2114
H 1.0900 -2.9218 7.7740
*
```

Results of the Mulliken charge analysis, in e, for atoms 1 through 8: C -0.71; C -0.51; B 0.60; O -0.27; Nb -1.42; C -0.45; C 0.05; O -0.56

***

# 3
C5H11NO | wB97M-V/def2-TZVPD

The value obtained for the energy above the lowest of the compared OMol25 structures with the same formula, charge and spin is 1.398 eV. The LUMO energy comes out at 1.022 eV. Its total energy is -327.079983 a.u. As for the SMILES: [H]/N=C/C[C@@H](C)CO. For the frontier orbital gap, the calculation gives 0.3958 hartree.

The geometry in ORCA input format:
```
! RIJCOSX wB97M-V def2-TZVPD def2/J DEFGRID3
* xyz 0 1
C 0.1379 -0.0459 -0.3520
C -0.5559 0.1267 -1.7817
C -0.6881 0.7360 0.6362
C 0.2456 -1.5177 0.0169
C 0.0640 0.9339 1.9915
O 0.0529 -0.6326 -2.7942
N 1.3077 0.7996 2.0760
H 0.9925 -0.4182 -2.8127
H 1.1390 0.3917 -0.4071
H 1.7174 1.0294 2.9801
H -1.5972 -0.2030 -1.7619
H -0.5319 1.1945 -2.0485
H -1.6362 0.2350 0.8445
H -0.9061 1.7440 0.2718
H -0.5802 1.2674 2.8228
H 0.7726 -2.0620 -0.7637
H -0.7435 -1.9545 0.1421
H 0.8094 -1.6244 0.9397
*
```

Results of the Mulliken charge analysis, in e, for atoms 1 through 8: C 0.54; C -0.77; C -0.88; C -1.43; C -0.16; O -0.52; N -0.53; H 0.32

***

# 4
C4H16N2O2 | wB97M-V/def2-TZVPD

The value obtained for the energy above the lowest of the compared OMol25 structures with the same formula, charge and spin is 1.320 eV. The LUMO energy comes out at 0.655 eV. Its total energy is -421.942897 a.u. As for the SMILES: NCCCCN.O.O. For the frontier orbital gap, the calculation gives 0.3616 hartree.

The geometry in ORCA input format:
```
! RIJCOSX wB97M-V def2-TZVPD def2/J DEFGRID3
* xyz 0 1
C -0.8761 0.5452 2.1371
C 0.3073 0.2485 1.1302
C 0.9428 1.5914 0.7307
N 0.1626 2.3984 -0.2180
C -1.5146 -0.8544 2.4529
N -0.5753 -1.8813 2.8576
H -1.5165 1.2318 1.5897
H -0.4803 1.1245 3.0101
H -0.0463 -0.2637 0.2542
H 1.0085 -0.2963 1.7713
H 1.9358 1.3031 0.3835
H 1.3611 2.2334 1.5800
H 0.1368 2.0049 -1.1463
H -0.6813 2.5702 0.2993
H -2.2384 -0.7347 3.2647
H -2.1604 -1.1547 1.5826
H -0.9220 -2.7169 3.2912
H 0.0025 -2.1474 2.0677
H 2.9922 -1.5597 -4.9001
H 4.1976 -2.4932 -5.2313
O 3.3623 -2.1483 -5.5601
H -2.0685 1.0606 -1.2824
H -2.7397 0.3999 -2.6064
O -1.9625 0.5135 -2.0632
*
```

Results of the Mulliken charge analysis, in e, for atoms 1 through 8: C -0.51; C -0.41; C -1.05; N -0.54; C -0.55; N -0.59; H 0.29; H 0.30

***

# 5
C20H52FNO6P | wB97M-V/def2-TZVPD

The LUMO energy comes out at -3.385 eV. Its total energy is -1740.335709 a.u. For the frontier orbital gap, the calculation gives 0.2954 hartree.

The geometry in ORCA input format:
```
! RIJCOSX wB97M-V def2-TZVPD def2/J DEFGRID3
* xyz 1 1
C -3.7998 -0.1417 0.6583
C -3.0067 0.7634 1.5437
O -2.5745 1.8552 1.2078
N -2.7483 0.2880 2.9357
C -1.3301 -0.1516 3.0704
P -3.0889 1.5630 3.9596
C -3.4941 0.9947 5.6566
C -2.3850 1.2547 6.6574
F -4.6166 1.7393 5.9867
H -3.1231 -0.7236 0.0452
H -4.4275 -0.7964 1.2453
H -4.4083 0.4919 0.0297
H -0.6435 0.4621 2.4976
H -1.2458 -1.1742 2.7277
H -1.0086 -0.1520 4.1054
H -4.2095 2.2176 3.4581
H -2.0614 2.5123 4.0141
H -3.8028 -0.0440 5.6403
H -2.4295 0.5180 7.4453
H -2.5486 2.2277 7.1037
H -1.3978 1.2591 6.2118
C -2.6087 -4.7719 3.4772
C -1.9588 -4.3127 4.7700
C -2.8670 -4.5208 5.9705
O -1.5811 -2.9295 4.6691
H -3.5246 -4.2016 3.2864
H -1.9356 -4.6190 2.6339
H -2.8666 -5.8291 3.5179
H -1.0262 -4.8549 4.9205
H -3.7910 -3.9456 5.8534
H -2.3795 -4.1848 6.8859
H -3.1334 -5.5707 6.0853
H -2.3945 -2.4332 4.5378
C 0.3539 3.9998 -2.0408
C 0.8129 2.5582 -1.8960
C -0.3295 1.6398 -1.4886
O 1.8892 2.4682 -0.9653
H -0.0283 4.3811 -1.0894
H 1.1859 4.6381 -2.3382
H -0.4358 4.0867 -2.7887
H 1.2271 2.2152 -2.8449
H -0.7285 1.9376 -0.5157
H 0.0236 0.6103 -1.4031
H -1.1410 1.6703 -2.2174
H 1.5761 2.7713 -0.1085
C 4.6794 2.9030 -2.5706
C 4.7289 3.2330 -4.0548
C 5.3137 2.0896 -4.8701
O 5.4626 4.4351 -4.2814
H 5.6886 2.7315 -2.1842
H 4.2480 3.7300 -2.0096
H 4.0823 2.0127 -2.3804
H 3.7183 3.4465 -4.4100
H 6.3426 1.8902 -4.5594
H 5.3326 2.3447 -5.9297
H 4.7345 1.1735 -4.7422
H 6.3645 4.2890 -3.9819
C 0.5355 4.3389 -6.0917
C 0.0905 2.8847 -6.0579
C 1.2778 1.9379 -5.9452
O -0.6926 2.5670 -7.2046
H 1.1726 4.5268 -6.9593
H -0.3248 5.0038 -6.1680
H 1.0988 4.5985 -5.1933
H -0.5765 2.7312 -5.2066
H 1.9337 2.0466 -6.8125
H 0.9403 0.9016 -5.9148
H 1.8664 2.1408 -5.0485
H -0.1413 2.6914 -7.9827
C 1.1581 -5.6124 -0.6792
C 0.8979 -5.2530 0.7755
C 2.1823 -5.2356 1.5900
O -0.0489 -6.1538 1.3525
H 1.5915 -6.6128 -0.7508
H 0.2273 -5.6154 -1.2462
H 1.8480 -4.9077 -1.1446
H 0.4250 -4.2700 0.8260
H 2.6467 -6.2247 1.5870
H 1.9754 -4.9717 2.6275
H 2.8996 -4.5210 1.1848
H 0.3327 -7.0362 1.3251
*
```

Results of the Mulliken charge analysis, in e, for atoms 1 through 8: C -1.18; C 0.47; O -0.50; N 0.31; C -1.32; P 0.10; C 0.54; C -1.23